78
Properties=species:S:1:pos:R:3 method="wB97M-V/def2-TZVPD" energy_ha=-4602.11543 orbital_gap_ev="6.816 / 5.705" spin_multiplicity=2 lumo_energy_ev="-6.19 / -7.36" relative_energy_kj_mol=78.7 charge=+2
Ru 0.088 0.180 0.184
Br 4.744 0.440 5.985
C 3.325 0.367 4.752
C 2.003 0.318 5.214
C 0.966 0.244 4.318
C 1.199 0.222 2.934
O 0.175 0.139 2.122
C 2.545 0.292 2.466
C 2.906 0.317 1.088
N 2.113 0.242 0.072
C 2.594 0.305 -1.265
C 3.905 0.376 -1.661
C 4.249 0.447 -3.022
C 3.291 0.455 -3.994
C 1.930 0.378 -3.633
C 0.879 0.372 -4.576
C -0.415 0.271 -4.148
C -0.678 0.176 -2.777
N 0.274 0.195 -1.864
C 1.587 0.294 -2.268
C 3.589 0.358 3.409
H 1.804 0.334 6.277
H -0.060 0.205 4.659
H 3.970 0.422 0.893
H 4.704 0.371 -0.932
H 5.292 0.497 -3.302
H 3.563 0.512 -5.039
H 1.110 0.440 -5.632
H -1.235 0.260 -4.852
H -1.691 0.054 -2.416
H 4.616 0.398 3.066
C 1.646 5.403 1.008
C 0.327 4.999 0.335
C 0.248 5.588 -1.084
C -0.871 5.472 1.177
C 0.246 3.538 0.217
N 0.149 2.403 0.101
H 1.671 6.490 1.078
H 2.508 5.078 0.426
H 1.723 4.993 2.015
H 0.282 6.674 -1.009
H -0.682 5.307 -1.580
H 1.087 5.258 -1.697
H -0.828 6.558 1.255
H -0.839 5.053 2.182
H -1.817 5.198 0.711
C -1.165 -3.327 -1.168
Te 0.786 -2.628 -0.617
C 0.980 -4.532 0.364
C -0.172 -5.375 -0.117
C -0.197 -6.742 0.149
C -1.293 -7.501 -0.222
C -2.369 -6.904 -0.866
C -2.332 -5.553 -1.165
C -1.228 -4.787 -0.802
H -1.298 -3.180 -2.239
H -1.927 -2.745 -0.649
H 0.951 -4.391 1.444
H 1.949 -4.957 0.107
H 0.643 -7.207 0.650
H -1.309 -8.561 -0.008
H -3.230 -7.496 -1.144
H -3.158 -5.093 -1.696
C -5.144 1.800 -0.681
C -4.087 0.928 -0.100
C -4.164 -0.160 0.739
C -2.845 -0.587 0.962
N -2.004 0.189 0.276
N -2.775 1.104 -0.359
C -2.373 -1.681 1.858
H -6.123 1.354 -0.525
H -4.994 1.947 -1.750
H -5.144 2.782 -0.204
H -5.060 -0.589 1.154
H -2.349 1.852 -0.880
H -3.124 -2.466 1.931
H -2.204 -1.284 2.860
H -1.432 -2.103 1.509